[1]
Molecular formula: C12H36O6
Method: DFT, wB97M-V/def2-TZVPD

```
54
Properties=species:S:1:pos:R:3:forces:R:3:nbo_charge:R:1
C 0.867 -2.909 0.626 -0.90 2.17 -1.00 -0.635
C -0.308 -2.375 1.507 1.71 -1.00 -0.85 0.100
C 0.152 -2.326 2.945 0.18 -0.21 -0.28 -0.640
O -0.653 -1.071 1.018 0.14 -0.28 0.26 -0.740
H 1.807 -2.359 0.776 -0.46 0.27 0.00 0.234
H 0.538 -2.780 -0.424 0.37 0.09 0.35 0.212
H 1.127 -3.920 0.703 -0.15 -1.68 0.67 0.213
H -1.157 -3.043 1.335 -0.09 0.04 0.33 0.164
H -0.577 -1.976 3.644 -0.64 0.49 0.38 0.201
H 1.067 -1.742 3.032 -0.04 0.13 -0.04 0.225
H 0.376 -3.333 3.253 0.21 -0.51 0.15 0.220
H -1.245 -0.745 1.690 -0.44 0.60 0.20 0.475
C 3.112 2.021 1.848 0.26 -0.63 0.19 -0.620
C 2.427 1.539 0.597 -0.71 -1.37 -0.22 0.102
C 2.604 2.447 -0.618 1.39 -0.18 -0.02 -0.640
O 2.846 0.155 0.331 -0.36 1.38 -0.28 -0.761
H 4.214 2.124 1.755 -0.70 -0.11 0.07 0.211
H 2.825 1.359 2.678 0.52 -0.11 -0.24 0.213
H 2.651 2.946 2.121 0.03 0.98 0.09 0.203
H 1.341 1.474 0.859 0.47 0.19 -0.31 0.144
H 2.324 3.467 -0.376 -0.19 0.20 0.11 0.207
H 2.028 2.122 -1.484 0.01 -0.13 0.07 0.222
H 3.693 2.483 -0.911 -1.01 -0.15 0.23 0.209
H 2.484 -0.050 -0.555 0.31 -0.15 0.25 0.496
C -2.772 3.342 2.566 1.30 0.73 1.32 -0.644
C -2.724 2.111 1.716 -0.63 1.11 -1.97 0.082
C -3.378 0.875 2.226 0.55 -0.66 1.03 -0.627
O -3.448 2.509 0.508 0.54 -0.66 -0.45 -0.743
H -2.045 3.309 3.398 -0.27 -0.19 -0.14 0.217
H -3.754 3.455 3.039 0.04 0.22 -0.31 0.207
H -2.451 4.246 1.986 -0.62 -0.81 0.34 0.230
H -1.694 1.868 1.395 -0.33 0.30 0.01 0.178
H -3.342 0.100 1.448 -0.22 0.23 0.17 0.220
H -4.420 1.083 2.514 0.41 -0.30 0.07 0.217
H -2.755 0.516 3.086 -0.82 0.06 -0.29 0.199
H -4.143 3.137 0.728 0.12 -0.07 0.20 0.465
C -0.814 -3.178 -3.528 0.65 -0.07 0.14 -0.249
O -1.540 -1.958 -3.571 0.13 -0.51 -0.12 -0.755
H -1.322 -3.973 -2.963 -0.28 0.10 -0.34 0.157
H -0.640 -3.483 -4.574 -0.24 -0.03 0.51 0.181
H 0.201 -3.151 -3.043 -0.65 0.60 -0.33 0.147
H -1.546 -1.518 -2.700 0.42 -0.38 -0.17 0.492
C 2.757 -1.063 -3.492 -0.18 -0.25 0.28 -0.245
O 2.060 -0.423 -2.432 0.21 -0.13 0.07 -0.768
H 2.272 -1.965 -3.896 -0.09 0.17 0.42 0.169
H 2.838 -0.372 -4.313 0.41 0.29 -0.43 0.168
H 3.721 -1.346 -3.081 0.25 0.02 -0.31 0.181
H 1.136 -0.661 -2.448 -0.74 -0.08 0.13 0.501
C -1.177 0.782 -2.062 -0.88 0.00 -0.68 -0.263
O -0.701 -0.446 -1.590 0.08 -0.84 1.06 -0.792
H -2.065 1.091 -1.529 -0.21 0.30 0.31 0.185
H -0.418 1.536 -2.009 0.45 0.60 0.01 0.170
H -1.490 0.630 -3.101 0.23 0.19 0.03 0.188
H -0.886 -0.559 -0.624 0.49 0.04 -0.66 0.520
```
Positions in Å, forces in eV/Å.

Gap between HOMO and LUMO = 0.3704 hartree
Maximum force = 2.6 eV/A
SMILES = CC(C)O.CC(C)O.CC(C)O.CO.CO.CO
Energy relative to the best compared isomer or geometry (same formula, charge and spin) = 44.2 kcal per mole



[2]
Molecular formula: C30H80O10
Method: DFT, wB97M-V/def2-TZVPD

```
120
Properties=species:S:1:pos:R:3:forces:R:3:lowdin_charge:R:1
C 12.697 8.838 3.353 -0.48 0.26 -1.61 -0.061
C 11.563 7.922 2.878 -0.61 0.36 1.14 -0.525
C 10.209 8.644 2.898 0.35 -0.13 0.59 -0.051
O 11.783 7.356 1.613 0.18 0.06 -0.47 -0.037
H 12.470 9.390 4.265 0.23 -0.60 0.30 0.083
H 12.796 9.611 2.591 0.29 0.12 -0.16 0.077
H 13.594 8.219 3.325 0.27 0.39 0.62 0.077
H 11.573 7.146 3.643 -0.52 -0.53 -0.05 0.124
H 9.380 8.181 2.364 0.40 -0.25 -0.26 0.077
H 10.320 9.678 2.572 -0.07 0.01 -0.09 0.075
H 9.910 8.636 3.946 -0.14 0.36 0.08 0.075
H 12.539 6.767 1.674 0.11 -0.06 -0.10 0.088
C 16.535 0.295 -0.933 -0.28 0.69 0.58 -0.060
C 15.283 0.829 -0.215 -0.23 -0.95 1.43 -0.446
C 14.631 -0.216 0.714 -0.91 0.66 0.00 -0.079
O 15.456 2.030 0.621 0.23 -0.85 -1.46 -0.070
H 16.998 1.141 -1.442 0.09 -0.30 -0.39 0.075
H 16.251 -0.526 -1.591 -0.09 0.31 -0.34 0.078
H 17.282 -0.145 -0.273 -0.07 0.21 0.39 0.073
H 14.501 1.041 -0.943 0.29 0.56 -0.13 0.130
H 15.236 -0.528 1.566 0.31 -0.15 -0.22 0.077
H 14.143 -1.063 0.234 0.60 -0.23 -0.28 0.077
H 13.776 0.317 1.131 -0.06 0.05 0.31 0.073
H 15.853 1.726 1.440 0.12 0.00 0.11 0.072
C 21.726 10.836 5.254 0.70 0.02 -0.91 -0.069
C 21.527 11.479 3.872 1.65 1.01 2.28 -0.498
C 20.196 11.123 3.397 -1.19 -0.86 -0.40 -0.083
O 21.677 12.920 4.049 0.16 -0.70 -0.87 -0.058
H 20.921 11.271 5.846 0.08 -0.65 0.55 0.082
H 22.711 11.024 5.682 -0.04 0.49 0.02 0.079
H 21.736 9.754 5.119 -0.75 -0.12 0.39 0.083
H 22.293 11.065 3.216 0.23 0.73 -0.28 0.135
H 19.537 10.930 4.243 -0.35 0.50 0.00 0.078
H 20.312 10.129 2.965 -0.41 0.08 -0.67 0.087
H 19.789 11.884 2.731 -0.07 -0.38 -0.17 0.092
H 21.528 13.139 4.972 0.00 -0.12 0.05 0.071
C 14.559 8.442 -5.780 -0.41 -0.79 0.24 -0.057
C 14.647 7.972 -4.356 1.85 -1.24 0.83 -0.529
C 16.122 7.906 -3.838 -0.40 0.43 -0.19 -0.056
O 13.945 8.870 -3.556 -0.90 0.89 0.51 -0.045
H 15.302 7.898 -6.363 0.17 0.49 -0.21 0.082
H 14.647 9.528 -5.758 0.22 -0.10 -0.46 0.090
H 13.585 8.128 -6.154 -0.10 0.42 -0.22 0.078
H 14.246 6.967 -4.227 -0.30 -0.17 -0.26 0.130
H 16.580 8.853 -4.124 0.26 0.04 0.16 0.074
H 16.749 7.092 -4.202 -0.29 -0.08 -0.46 0.070
H 16.158 7.814 -2.752 -0.23 0.16 0.06 0.069
H 13.526 8.418 -2.819 0.11 -0.03 0.02 0.094
C 22.466 15.439 -4.723 0.24 -1.51 -0.98 -0.053
C 21.354 15.641 -5.805 -0.52 -0.30 1.92 -0.445
C 20.365 14.482 -5.882 -0.28 -0.90 0.15 -0.079
O 20.520 16.733 -5.412 0.62 0.90 0.04 -0.069
H 22.145 15.176 -3.716 -0.49 0.91 0.06 0.079
H 23.354 16.072 -4.757 -0.65 0.84 0.18 0.071
H 22.966 14.499 -4.954 -0.06 -0.47 -0.56 0.062
H 21.823 15.839 -6.769 0.00 -0.01 -0.10 0.128
H 19.748 14.344 -4.995 0.42 0.53 0.66 0.082
H 20.756 13.472 -6.012 0.34 0.15 -0.61 0.077
H 19.582 14.704 -6.607 0.32 -0.17 -0.65 0.076
H 19.615 16.560 -5.684 0.05 0.02 -0.10 0.071
C 24.730 4.919 -3.366 0.26 0.53 1.28 -0.063
C 26.029 5.681 -3.097 0.40 -1.45 -0.10 -0.495
C 25.848 6.923 -2.291 -0.51 1.02 -0.67 -0.065
O 26.973 4.821 -2.385 -0.38 0.45 -0.57 -0.066
H 24.971 3.908 -3.694 -0.30 0.21 -0.52 0.079
H 24.111 5.549 -4.004 -0.08 -0.52 -0.40 0.080
H 24.197 4.821 -2.420 -0.14 -0.12 0.11 0.077
H 26.438 5.823 -4.097 0.30 0.71 0.01 0.129
H 25.018 7.492 -2.709 -0.51 -0.16 0.16 0.077
H 26.640 7.662 -2.414 0.53 -0.46 0.46 0.080
H 25.629 6.678 -1.252 0.19 0.11 -0.03 0.091
H 27.502 4.448 -3.094 0.24 -0.31 0.29 0.076
C 12.547 18.407 -7.713 0.42 0.97 0.16 -0.046
C 13.874 18.776 -6.967 -0.41 -0.69 1.02 -0.456
C 13.740 19.299 -5.497 -0.18 1.09 -1.45 -0.053
O 14.634 17.601 -6.815 0.95 -1.26 -0.52 -0.085
H 12.114 17.509 -7.273 0.00 -0.03 0.04 0.073
H 12.686 18.257 -8.784 0.50 -0.39 0.09 0.071
H 11.780 19.182 -7.713 0.05 0.22 0.53 0.068
H 14.569 19.360 -7.570 -0.55 0.65 -0.01 0.132
H 14.701 19.598 -5.077 0.30 -0.69 -0.16 0.071
H 13.269 18.527 -4.888 -0.13 0.27 0.07 0.077
H 13.234 20.264 -5.485 -0.78 -0.17 0.17 0.066
H 14.088 16.867 -6.524 -0.18 0.03 0.08 0.080
C 8.519 2.390 -3.534 0.38 -0.58 0.56 -0.057
C 7.945 1.023 -3.120 0.30 -0.71 -0.97 -0.434
C 6.429 1.056 -3.212 -0.59 -0.48 0.64 -0.079
O 8.420 -0.038 -4.053 0.12 1.52 0.37 -0.083
H 8.724 3.018 -2.667 -0.69 0.01 0.35 0.074
H 7.812 2.906 -4.184 0.54 0.04 -0.31 0.075
H 9.547 2.289 -3.882 -0.26 -0.19 -0.86 0.078
H 8.372 0.782 -2.147 -0.44 -0.15 0.23 0.126
H 5.930 0.099 -3.052 0.47 -0.54 -0.24 0.070
H 6.130 1.392 -4.205 0.00 0.18 0.11 0.083
H 5.917 1.613 -2.427 0.38 0.78 -0.11 0.080
H 8.049 -0.888 -3.803 -0.20 0.10 0.25 0.069
C 4.470 8.487 -7.163 0.65 0.51 0.13 -0.057
C 4.724 9.794 -7.995 -0.33 -2.16 1.07 -0.486
C 6.153 9.868 -8.453 0.77 -0.03 -0.19 -0.077
O 3.788 9.865 -9.054 -0.28 1.20 -0.11 -0.048
H 3.557 8.465 -6.568 -0.24 0.24 -0.40 0.071
H 5.269 8.342 -6.435 0.18 0.18 0.06 0.067
H 4.521 7.593 -7.784 -0.19 0.04 -0.30 0.073
H 4.596 10.646 -7.328 -0.61 0.12 -0.19 0.133
H 6.361 10.881 -8.798 0.10 -0.17 -0.44 0.080
H 6.412 9.107 -9.189 -0.25 0.18 -0.42 0.082
H 6.872 9.669 -7.658 -0.24 0.14 0.42 0.076
H 3.611 9.039 -9.509 0.44 -0.26 0.37 0.087
C 8.906 13.243 -2.194 -1.16 0.68 0.09 -0.056
C 9.934 14.368 -2.203 -0.11 -1.40 -0.13 -0.543
C 10.596 14.606 -0.885 -0.72 0.87 0.03 -0.062
O 10.922 14.049 -3.126 1.05 0.07 -1.66 -0.051
H 8.200 13.457 -2.997 -0.11 -0.22 -0.08 0.076
H 8.335 13.293 -1.266 -0.10 -0.25 0.07 0.075
H 9.249 12.223 -2.361 0.50 0.13 0.24 0.080
H 9.430 15.255 -2.587 0.18 0.24 0.20 0.139
H 11.361 15.363 -1.061 0.09 -0.06 0.37 0.084
H 11.028 13.694 -0.472 -0.09 0.06 0.11 0.088
H 9.790 15.021 -0.279 0.39 -0.05 0.78 0.081
H 11.223 13.155 -2.947 0.09 -0.08 -0.02 0.088
```
Positions in Å, forces in eV/Å.

Gap between HOMO and LUMO = 0.3716 hartree
Maximum force = 3.0 eV/A
SMILES = CC(C)O.CC(C)O.CC(C)O.CC(C)O.CC(C)O.CC(C)O.CC(C)O.CC(C)O.CC(C)O.CC(C)O
Energy relative to the best compared isomer or geometry (same formula, charge and spin) = 119.5 kcal per mole



[3]
Molecular formula: C6H14
Method: DFT, wB97M-V/def2-TZVPD

```
20
Properties=species:S:1:pos:R:3:forces:R:3:nbo_charge:R:1
C -0.994 2.097 1.128 0.01 0.03 0.07 -0.608
C -0.996 1.075 -0.008 -0.03 -0.01 -0.05 -0.388
C 0.189 0.096 0.001 0.02 0.03 -0.02 -0.213
C 0.262 -0.701 1.306 0.02 -0.02 0.04 -0.614
C 0.110 -0.823 -1.226 -0.05 0.01 -0.03 -0.388
C 1.361 -1.664 -1.473 0.06 -0.04 0.02 -0.606
H -0.043 2.643 1.166 -0.13 -0.09 -0.01 0.201
H -1.793 2.833 0.992 0.11 -0.11 0.02 0.211
H -1.148 1.623 2.104 0.03 0.08 -0.15 0.202
H -1.931 0.497 0.020 0.13 0.07 0.00 0.193
H -0.997 1.611 -0.967 0.01 -0.11 0.13 0.199
H 1.114 0.689 -0.087 -0.12 -0.05 0.01 0.188
H 1.110 -1.395 1.309 -0.13 0.12 -0.01 0.210
H 0.381 -0.040 2.171 -0.02 -0.12 -0.12 0.210
H -0.653 -1.291 1.455 0.11 0.10 -0.05 0.201
H -0.080 -0.204 -2.113 0.02 -0.07 0.12 0.198
H -0.763 -1.482 -1.120 0.09 0.09 0.00 0.193
H 1.545 -2.378 -0.663 -0.04 0.11 -0.12 0.201
H 1.270 -2.239 -2.402 0.01 0.08 0.13 0.210
H 2.247 -1.025 -1.563 -0.10 -0.08 0.01 0.201
```
Positions in Å, forces in eV/Å.

Gap between HOMO and LUMO = 0.4476 hartree
Maximum force = 0.2 eV/A
SMILES = CCC(C)CC
Energy relative to the best compared isomer or geometry (same formula, charge and spin) = 1.0 kcal per mole



[4]
Molecular formula: C2H3F3N2O
Method: DFT, wB97M-V/def2-TZVPD

```
11
Properties=species:S:1:pos:R:3:forces:R:3:nbo_charge:R:1
C -0.069 -0.164 -0.314 1.09 -0.07 0.66 0.061
C 1.175 -1.047 -0.201 1.38 0.08 1.19 0.953
N -0.532 0.455 0.866 4.71 1.67 5.34 -0.245
N -1.188 1.526 0.664 1.89 1.62 -6.71 -0.442
O -1.179 -0.842 -0.186 -4.24 -5.73 -4.12 -0.255
F 2.302 -0.327 -0.442 -0.56 -0.09 -0.92 -0.330
F 1.406 -1.519 1.030 -0.80 -0.60 -0.32 -0.305
F 1.081 -2.072 -1.088 0.22 0.81 0.65 -0.316
H 0.073 0.392 -1.220 -0.16 1.00 -0.81 0.149
H -1.213 1.816 -0.377 -0.71 0.07 2.32 0.347
H -1.855 1.783 1.269 -2.80 1.23 2.70 0.382
```
Positions in Å, forces in eV/Å.

2S+1 = 3
Gap between HOMO and LUMO (spin up / spin down) = 0.2950 / 0.2997 hartree
Maximum force = 8.2 eV/A
Energy relative to the best compared isomer or geometry (same formula, charge and spin) = 15.4 kcal per mole



[5]
Molecular formula: C11H20GeN3O2S5SeTi
Method: DFT, wB97M-V/def2-TZVPD

```
44
Properties=species:S:1:pos:R:3:forces:R:3:nbo_charge:R:1
Ti 1.776 0.169 0.050 0.16 0.43 0.17 1.067
S 7.134 1.231 4.908 -0.03 -0.05 -0.03 -0.084
C 5.942 0.943 3.815 0.00 0.13 0.04 -0.570
S 6.196 0.903 2.103 -0.02 -0.03 0.09 0.476
C 4.550 0.567 1.631 -0.18 -0.01 0.26 -0.397
C 3.653 0.469 2.634 0.25 0.03 -0.18 -0.400
S 1.950 0.122 2.435 -0.15 -0.10 -0.11 -0.214
S 4.283 0.693 4.247 0.09 -0.03 -0.06 0.475
S 4.179 0.366 -0.064 -0.16 -0.08 -0.07 -0.239
N 1.816 0.224 -2.277 0.02 0.12 0.00 -0.660
N 1.225 1.461 -2.637 -0.05 0.00 0.01 -0.516
C 1.120 2.431 -1.610 0.08 0.09 -0.31 0.879
O 0.982 3.593 -1.893 -0.11 -0.11 -0.04 -0.610
O 1.138 1.904 -0.420 0.07 -0.11 0.28 -0.760
H 2.803 0.206 -2.526 0.01 -0.03 -0.03 0.382
H 1.339 -0.518 -2.774 0.00 -0.05 0.05 0.380
H 1.503 1.843 -3.529 0.05 0.02 0.01 0.388
C 2.853 -4.466 -0.144 0.08 -0.11 0.06 -0.730
C 2.357 -3.107 -0.145 -0.14 0.15 -0.06 0.482
N 1.985 -2.026 -0.154 0.08 -0.18 -0.13 -0.423
H 3.805 -4.490 0.384 0.00 -0.03 -0.01 0.281
H 2.994 -4.799 -1.171 0.01 -0.02 0.02 0.270
H 2.140 -5.119 0.358 0.01 0.00 0.00 0.271
C -3.652 0.277 -2.562 0.01 0.00 0.06 -1.090
Ge -3.746 0.765 -0.669 -0.07 0.05 -0.01 1.613
C -4.605 -0.678 0.342 0.01 0.05 -0.03 -1.094
C -4.708 2.455 -0.418 0.02 -0.11 -0.02 -1.081
C -1.888 1.018 -0.057 -0.01 0.08 0.00 -1.020
Se -0.867 -0.636 0.000 -0.06 -0.11 -0.05 0.374
C -1.248 -1.163 1.827 -0.01 0.03 0.04 -0.767
H -4.643 0.059 -2.958 -0.01 0.01 0.01 0.235
H -3.032 -0.611 -2.694 0.00 0.00 0.02 0.230
H -3.219 1.088 -3.148 0.00 0.02 0.01 0.235
H -5.605 -0.854 -0.055 -0.01 0.00 0.00 0.238
H -4.701 -0.425 1.398 0.01 0.01 0.01 0.232
H -4.042 -1.608 0.253 0.01 0.01 -0.02 0.229
H -5.733 2.363 -0.778 0.00 -0.01 -0.01 0.234
H -4.227 3.264 -0.965 0.03 -0.02 -0.01 0.239
H -4.743 2.729 0.637 0.02 -0.02 0.01 0.234
H -1.801 1.484 0.924 0.00 0.00 0.00 0.249
H -1.359 1.663 -0.760 -0.03 -0.02 0.04 0.258
H -2.302 -1.408 1.921 0.02 0.01 0.01 0.228
H -0.969 -0.350 2.493 -0.01 -0.01 0.01 0.240
H -0.634 -2.033 2.050 -0.01 0.00 -0.01 0.238
```
Positions in Å, forces in eV/Å.

2S+1 = 2
Gap between HOMO and LUMO (spin up / spin down) = 0.2338 / 0.2335 hartree
Maximum force = 0.5 eV/A
Energy relative to the best compared isomer or geometry (same formula, charge and spin) = 0.0 kcal per mole